(1)
C17H13ClN2O6Pt as an isolated structure in a non-equilibrium geometry. Source: OMol25; level of theory: the ωB97M-V functional and the def2-TZVPD basis.

```
! wB97M-V def2-TZVPD RIJCOSX def2/J DEFGRID3
* xyz 2 1
Pt -0.1536 -0.1311 -2.3639
C -3.5891 -0.9008 -3.1316
O -2.6080 -0.8828 -2.0431
C -2.9964 -0.7274 -0.8176
C -4.3282 -0.7565 -0.4088
C -4.6158 -0.6384 0.9263
C -3.5993 -0.4923 1.9238
C -2.3010 -0.4369 1.5616
C -1.9442 -0.5169 0.1750
N -0.6865 -0.4131 -0.2558
N 0.1967 -0.1248 0.6634
C 1.4981 -0.2819 0.4737
C 2.1191 -0.8718 -0.7877
O 1.3976 -1.2577 -1.7268
C 3.5286 -0.9894 -0.8889
C 4.3017 -0.6325 0.1502
C 3.7613 -0.0792 1.3853
C 4.5993 0.2752 2.4094
C 4.0819 0.8070 3.6049
C 2.7189 0.9871 3.7640
C 1.8567 0.6146 2.7491
C 2.3624 0.0957 1.5404
H -4.1958 -0.0004 -3.0864
H -4.1945 -1.7995 -3.0540
H -3.0053 -0.9151 -4.0428
H -5.1238 -0.8923 -1.1244
H -5.6539 -0.6629 1.2354
H -3.8773 -0.4207 2.9661
H -1.5168 -0.3204 2.2921
H 3.9387 -1.3579 -1.8187
H 5.3772 -0.7451 0.0729
H 5.6681 0.1483 2.2886
H 4.7583 1.0787 4.4049
H 2.3278 1.4167 4.6755
H 0.7895 0.7165 2.8766
O -1.1966 1.2139 -3.6158
Cl -0.1676 2.3153 -3.3166
O -0.2122 3.2998 -4.3086
O 1.0901 1.5041 -3.3620
O -0.4060 2.7747 -1.9858
*
```

**E_HOMO (spin up / spin down)**: -15.683 / -15.618 eV
**Largest force on an atom**: 1.82 eV/Å
**E**: -1795.02701 Ha
**Orbital gap (spin up / spin down)**: 5.51 / 5.47 eV

(2)
C15H29GaOS as an isolated structure in a non-equilibrium geometry. Source: OMol25; level of theory: the ωB97M-V functional and the def2-TZVPD basis.

```
! wB97M-V def2-TZVPD RIJCOSX def2/J DEFGRID3
* xyz 2 1
C -3.7588 -1.1335 -0.5251
H -4.1062 -2.1201 -0.1946
H -4.4955 -0.7726 -1.2559
H -3.8863 -0.4942 0.3182
C -2.3867 -1.2765 -1.2105
H -1.8781 -0.2988 -1.2498
H -1.7073 -1.9164 -0.6302
C -2.4987 -1.8382 -2.6379
H -1.5445 -2.2480 -3.0001
H -3.2386 -2.6410 -2.7216
H -2.8086 -1.0597 -3.3398
C 2.1454 1.2307 -0.2367
C 1.7015 0.9118 -1.5599
C 0.4674 1.5504 -1.7875
C 0.0622 2.2397 -0.6297
C 1.0990 2.1337 0.3573
C 1.2634 3.0794 1.5013
C -1.1349 3.1063 -0.5121
C -0.2782 1.5842 -3.0773
C 2.5074 0.2208 -2.5968
C 3.5539 1.1281 0.2186
Ga 0.7626 0.2185 1.1282
H -1.4491 3.2169 0.5365
H -0.9222 4.1116 -0.9125
H -1.9803 2.6943 -1.0835
H 0.2738 3.4560 1.7877
H 1.7138 2.5971 2.3825
H 1.8719 3.9566 1.2416
H 4.1046 0.4692 -0.4691
H 4.0309 2.1161 0.1973
H 3.6240 0.7125 1.2276
H 1.8510 -0.1895 -3.3713
H 3.2254 0.8923 -3.0944
H 3.0729 -0.6061 -2.1584
H -1.3552 1.4247 -2.9099
H -0.1616 2.5640 -3.5729
H 0.0862 0.8241 -3.7812
C 1.7839 -3.9360 1.4560
S 0.6105 -2.8243 2.2476
C 1.8485 -1.9302 3.2219
O 0.1948 -1.9035 1.0772
H 2.0419 -4.7366 2.1623
H 2.6746 -3.3342 1.1950
H 1.2874 -4.3460 0.5670
H 2.8039 -1.9114 2.6658
H 1.5278 -0.9149 3.5138
H 1.9643 -2.5465 4.1280
*
```

**E_HOMO (spin up / spin down)**: -15.804 / -15.802 eV
**Largest force on an atom**: 2.74 eV/Å
**E**: -2986.46701 Ha
**Orbital gap (spin up / spin down)**: 6.04 / 6.04 eV